Molecular formula: C4H12ClN2O3
Method: DFT, ωB97M-V/def2-TZVPD

## Properties
relative energy (zero: lowest compared OMol25 entry of this formula, charge and spin): 0.00 kcal/mol
gap between HOMO and LUMO: 11.56 eV
charge: +1

Each line ends with the Löwdin charge.
Element x y z (Å)
C: -0.010 -1.910 1.745  -0.017
C: -1.243 -2.120 -0.354  -0.008
C: 0.532 1.084 -1.059  -0.535
C: 0.801 2.194 -0.038  -0.776
N: -0.479 1.303 -1.888  0.239
N: -0.254 -1.342 0.405  -0.107
O: 1.268 0.108 -1.044  0.038
O: 0.391 3.398 -0.435  0.076
O: 2.027 2.143 0.486  0.085
Cl: -0.451 1.596 1.343  0.647
H: 0.713 -1.298 2.278  0.100
H: -0.941 -1.919 2.310  0.109
H: 0.369 -2.926 1.665  0.108
H: -1.375 -1.703 -1.349  0.095
H: -0.902 -3.151 -0.450  0.110
H: -2.202 -2.116 0.161  0.111
H: -0.647 0.692 -2.673  0.143
H: -0.919 2.211 -1.886  0.131
H: -0.577 -0.361 0.563  0.026
H: 0.626 -1.268 -0.134  0.132
H: 0.833 4.101 0.068  0.158
H: 2.439 1.284 0.284  0.135

Molecular formula: C4H12ClO2S2
Method: DFT, ωB97M-V/def2-TZVPD

## Properties
relative energy (zero: lowest compared OMol25 entry of this formula, charge and spin): 17.52 kcal/mol
gap between HOMO and LUMO: 6.09 eV
charge: -1

Each line ends with the Löwdin charge.
Element x y z (Å)
Cl: 7.567 4.449 12.606  -0.424
C: 4.866 3.843 14.083  -0.276
S: 5.979 5.306 14.566  0.579
O: 5.033 6.158 15.310  -0.623
C: 6.980 4.537 15.746  -0.344
H: 4.402 4.033 13.113  0.033
H: 4.229 3.904 14.979  0.034
H: 5.436 2.944 14.004  -0.004
H: 7.915 5.047 15.656  0.027
H: 7.230 3.558 15.345  0.028
H: 6.537 4.698 16.670  0.024
C: 8.242 4.027 6.204  -0.266
S: 8.221 5.652 7.032  0.792
O: 6.853 6.136 6.823  -0.574
C: 8.138 5.013 8.721  -0.269
H: 7.242 3.636 6.062  0.052
H: 8.731 3.379 6.879  0.017
H: 8.684 4.126 5.204  0.042
H: 7.285 4.388 8.815  0.049
H: 8.029 5.940 9.230  0.027
H: 9.156 4.591 8.947  0.075

Molecular formula: C4H12Co2FN4O12P
Method: DFT, ωB97M-V/def2-TZVPD

## Properties
relative energy (zero: lowest compared OMol25 entry of this formula, charge and spin): 24.63 kcal/mol
gap between HOMO and LUMO (alpha / beta): 6.85 / 6.89 eV
spin multiplicity: 7

Each line ends with the Löwdin charge.
Element x y z (Å)
Co: -2.652 0.266 -0.096  0.948
Co: -0.980 -0.867 2.282  0.881
P: -3.201 0.524 2.522  0.074
O: -3.269 1.475 1.294  -0.380
O: -2.881 -0.765 1.632  -0.467
O: -4.545 0.064 3.029  -0.311
O: -1.880 0.480 3.322  -0.371
F: -0.650 0.054 0.380  -0.459
C: 0.533 2.822 2.450  0.054
N: 0.437 3.056 0.982  -0.428
O: -0.666 3.058 0.475  0.046
O: 1.469 3.314 0.379  0.043
H: -0.231 3.387 2.971  0.108
H: 1.558 3.016 2.744  0.095
H: 0.314 1.773 2.639  0.067
C: -0.310 -3.381 -0.813  0.068
N: -0.520 -3.651 0.625  -0.381
O: -0.920 -4.744 0.914  0.152
O: -0.398 -2.725 1.409  -0.005
H: -0.329 -2.305 -0.976  0.064
H: -1.104 -3.836 -1.397  0.111
H: 0.651 -3.729 -1.187  0.115
C: -0.270 0.204 -3.008  0.029
N: 0.447 -0.005 -4.301  -0.445
O: -0.116 -0.618 -5.184  0.077
O: 1.588 0.413 -4.348  0.069
H: -1.335 0.254 -3.222  0.093
H: 0.076 1.156 -2.616  0.103
H: 0.001 -0.611 -2.346  0.062
C: 2.732 0.255 -0.737  0.050
N: 2.787 0.349 0.739  -0.444
O: 2.201 -0.523 1.350  0.022
O: 3.356 1.273 1.257  0.089
H: 3.137 1.125 -1.237  0.106
H: 1.675 0.079 -0.920  0.061
H: 3.297 -0.636 -1.009  0.106

Molecular formula: C4H12CsN2O2
Method: DFT, ωB97M-V/def2-TZVPD

## Properties
relative energy (zero: lowest compared OMol25 entry of this formula, charge and spin): 26.99 kcal/mol
gap between HOMO and LUMO: 9.61 eV
charge: +1

Each line ends with the Löwdin charge.
Element x y z (Å)
Cs: 1.938 2.582 -1.811  1.048
C: 2.255 -0.827 -0.185  -0.795
O: 2.190 0.356 0.167  -0.144
N: 3.277 -1.345 -0.732  0.187
N: 1.205 -1.587 -0.103  0.202
H: 3.459 -2.338 -0.720  0.132
H: 4.076 -0.791 -1.006  0.130
H: 0.300 -1.202 0.127  0.079
H: 1.276 -2.515 -0.496  0.127
C: -1.176 1.728 0.364  -0.086
C: -1.915 0.456 0.834  -0.422
C: -2.288 -0.279 -0.446  -0.043
O: -0.847 -0.193 1.572  -0.069
H: -0.457 1.593 -0.444  -0.001
H: -0.748 2.236 1.228  0.086
H: -1.875 2.502 0.047  0.081
H: -2.745 0.726 1.487  0.146
H: -2.829 -1.198 -0.220  0.091
H: -1.339 -0.451 -0.955  0.064
H: -2.826 0.350 -1.154  0.091
H: -0.932 0.194 2.447  0.098

Molecular formula: C4H12CsO3
Method: DFT, ωB97M-V/def2-TZVPD

## Properties
relative energy (zero: lowest compared OMol25 entry of this formula, charge and spin): 4.18 kcal/mol
gap between HOMO and LUMO: 9.59 eV
charge: +1

Each line ends with the Löwdin charge.
Element x y z (Å)
Cs: -23.926 4.332 -6.410  1.193
C: -22.086 2.871 -9.193  -0.086
O: -22.101 2.612 -7.787  -0.411
C: -21.070 1.749 -7.295  -0.191
C: -21.174 0.303 -7.641  -0.228
O: -22.372 -0.179 -7.094  -0.182
C: -22.539 -1.551 -7.368  -0.098
H: -21.104 3.057 -9.625  0.104
H: -22.728 3.748 -9.268  0.064
H: -22.588 2.034 -9.681  0.099
H: -21.121 1.873 -6.208  0.127
H: -20.098 2.178 -7.565  0.137
H: -20.316 -0.208 -7.172  0.142
H: -21.111 0.100 -8.720  0.135
H: -22.635 -1.734 -8.446  0.096
H: -23.478 -1.860 -6.913  0.092
H: -21.713 -2.138 -6.956  0.096
O: -22.802 3.275 -3.881  -0.179
H: -23.159 2.420 -4.146  0.027
H: -22.782 3.234 -2.919  0.061

Molecular formula: C4H12F3FeN6O10S2
Method: DFT, ωB97M-V/def2-TZVPD

## Properties
gap between HOMO and LUMO (alpha / beta): 3.28 / 6.45 eV
charge: -1
spin multiplicity: 9

Each line ends with the Löwdin charge.
Element x y z (Å)
Fe: -0.320 -0.775 -0.200  1.060
C: -0.334 1.417 -3.787  -0.681
F: -1.272 2.120 -3.187  0.145
F: -0.856 0.263 -4.212  0.137
F: 0.104 2.111 -4.846  0.124
S: 1.088 1.096 -2.655  0.529
O: 2.162 0.683 -3.508  -0.270
O: 1.260 2.342 -1.960  -0.297
O: 0.591 -0.001 -1.795  -0.369
S: -2.490 -2.195 0.464  0.325
O: -2.643 -3.609 0.669  -0.309
O: -1.353 -1.635 1.288  -0.399
O: -1.899 -1.863 -0.908  -0.386
O: -3.753 -1.487 0.654  -0.344
C: 1.601 1.227 1.651  -0.656
O: 1.160 0.190 0.990  -0.205
N: 2.071 2.439 1.080  0.111
N: 1.863 1.133 3.054  0.187
H: 2.902 2.810 1.569  0.031
H: 2.111 2.461 0.063  0.051
H: 2.365 1.879 3.583  -0.040
H: 1.463 0.346 3.615  -0.015
C: 1.641 -3.092 0.471  -0.549
O: 1.077 -2.259 -0.267  -0.044
N: 1.767 -2.916 1.814  0.197
N: 2.240 -4.206 -0.086  0.169
H: 1.528 -2.039 2.253  0.065
H: 2.203 -3.636 2.353  0.091
H: 2.110 -4.317 -1.077  0.109
H: 2.892 -4.829 0.339  0.092
C: -2.288 1.709 0.286  -0.545
O: -1.355 0.915 0.008  -0.065
N: -3.513 1.340 0.754  0.178
N: -2.086 3.051 0.087  0.175
H: -4.280 1.997 0.696  0.101
H: -3.737 0.297 0.778  0.088
H: -1.249 3.305 -0.414  0.108
H: -2.772 3.728 0.380  0.100

Molecular formula: C4H12KO4
Method: DFT, ωB97M-V/def2-TZVPD

## Properties
relative energy (zero: lowest compared OMol25 entry of this formula, charge and spin): 4.46 kcal/mol
gap between HOMO and LUMO: 10.74 eV
charge: +1

Each line ends with the Löwdin charge.
Element x y z (Å)
K: 1.303 -1.979 -0.353  0.962
C: 1.754 0.983 1.658  -0.231
C: 0.459 0.984 2.406  -0.231
O: -0.564 0.251 1.753  -0.057
O: 2.431 -0.290 1.625  -0.126
H: 2.419 1.810 1.922  0.138
H: 1.600 1.248 0.603  0.120
H: 0.155 2.046 2.391  0.136
H: 0.621 0.881 3.486  0.137
H: -1.299 0.152 2.369  0.120
H: 2.701 -0.401 2.548  0.104
C: -1.337 -0.909 -2.761  -0.206
C: -1.426 0.153 -1.683  -0.239
O: -0.202 0.271 -1.020  -0.131
O: -0.809 -2.118 -2.199  -0.142
H: -0.659 -0.528 -3.534  0.128
H: -2.292 -1.167 -3.217  0.130
H: -2.224 -0.176 -0.997  0.132
H: -1.825 1.094 -2.072  0.132
H: -0.300 0.450 -0.075  0.032
H: -0.507 -2.755 -2.850  0.092

Molecular formula: C4H12N2
Method: DFT, ωB97M-V/def2-TZVPD

## Properties
relative energy (zero: lowest compared OMol25 entry of this formula, charge and spin): 25.41 kcal/mol
gap between HOMO and LUMO: 10.01 eV
SMILES string: CNCCCN

Each line ends with the Löwdin charge.
Element x y z (Å)
C: 2.294 0.844 1.608  -0.148
N: 1.296 -0.081 1.063  -0.134
C: 0.585 0.504 -0.092  -0.242
C: -0.074 -0.635 -0.926  -0.213
C: -1.530 -0.888 -0.568  -0.285
N: -2.451 0.045 -1.255  -0.020
H: 2.813 0.305 2.396  0.071
H: 3.013 1.052 0.812  0.073
H: 1.885 1.808 1.934  0.074
H: 0.580 -0.195 1.771  0.093
H: -0.273 1.132 0.174  0.106
H: 1.290 1.043 -0.719  0.105
H: 0.534 -1.533 -0.782  0.101
H: 0.063 -0.446 -1.993  0.101
H: -1.628 -0.911 0.516  0.104
H: -1.786 -1.805 -1.102  0.107
H: -2.855 0.871 -0.818  0.059
H: -3.267 -0.483 -1.530  0.048

Molecular formula: C4H12N2
Method: DFT, ωB97M-V/def2-TZVPD

## Properties
relative energy (zero: lowest compared OMol25 entry of this formula, charge and spin): 40.04 kcal/mol
gap between HOMO and LUMO: 10.04 eV
SMILES string: C=NC.CCN

Each line ends with the Löwdin charge.
Element x y z (Å)
C: -2.213 0.964 -0.351  -0.093
N: -1.152 0.992 0.317  -0.085
C: -0.417 2.272 0.265  -0.125
H: -3.025 0.249 -0.260  0.067
H: -2.487 1.751 -1.069  0.073
H: 0.389 2.138 -0.468  0.071
H: 0.032 2.395 1.244  0.075
H: -1.011 3.070 -0.175  0.066
C: 1.702 -0.618 0.568  -0.121
C: 1.144 -1.862 -0.083  -0.368
N: -0.110 -1.684 -0.796  -0.013
H: 1.132 -0.260 1.423  0.063
H: 2.761 -0.711 0.791  0.070
H: 1.585 0.177 -0.145  0.040
H: 1.868 -2.353 -0.740  0.101
H: 1.097 -2.628 0.720  0.099
H: -0.845 -1.270 -0.249  0.019
H: -0.449 -2.622 -0.994  0.062

Molecular formula: C4H12N2
Method: DFT, ωB97M-V/def2-TZVPD

## Properties
relative energy (zero: lowest compared OMol25 entry of this formula, charge and spin): 122.95 kcal/mol
gap between HOMO and LUMO: 6.76 eV

Each line ends with the Löwdin charge.
Element x y z (Å)
N: -1.262 0.223 -1.344  -0.158
C: -0.216 1.746 1.667  -0.085
C: 0.105 0.286 1.461  -0.159
C: 0.730 -0.011 0.218  -0.065
C: 0.756 -1.416 -0.334  -0.303
N: 1.129 -1.398 -1.736  -0.025
H: -2.115 -0.001 -0.827  -0.075
H: -1.543 0.834 -2.105  -0.088
H: -0.657 2.125 0.743  0.074
H: -0.879 1.966 2.497  0.076
H: 0.698 2.343 1.802  0.087
H: -0.570 0.032 0.438  0.123
H: 0.131 -0.414 2.283  0.137
H: 1.010 0.773 -0.469  0.128
H: 1.418 -2.062 0.262  0.124
H: -0.250 -1.847 -0.266  0.112
H: 1.123 -2.336 -2.110  0.063
H: 0.392 -0.843 -2.181  0.033

Molecular formula: C4H12N2
Method: DFT, ωB97M-V/def2-TZVPD

## Properties
relative energy (zero: lowest compared OMol25 entry of this formula, charge and spin): 81.10 kcal/mol
gap between HOMO and LUMO: 9.94 eV
SMILES string: C=NC.CNC

Each line ends with the Löwdin charge.
Element x y z (Å)
C: -0.953 2.866 1.500  -0.090
N: -1.208 1.594 1.505  -0.093
C: -0.141 0.552 1.792  -0.148
H: -1.705 3.555 1.111  0.053
H: 0.036 3.320 1.771  0.073
H: 0.641 0.438 0.929  0.073
H: 0.627 0.897 2.583  0.092
H: -0.602 -0.372 1.912  0.030
C: 0.503 -2.542 -1.052  -0.131
N: 1.019 -1.149 -0.957  -0.206
C: 0.029 -0.169 -1.434  -0.197
H: 1.179 -3.074 -1.707  0.058
H: -0.563 -2.367 -1.614  0.097
H: 0.056 -3.014 -0.086  0.094
H: 1.722 -0.734 -1.586  0.095
H: -0.775 0.053 -0.664  0.074
H: 0.621 0.675 -1.685  0.064
H: -0.487 -0.530 -2.319  0.062

Molecular formula: C4H12N2
Method: DFT, ωB97M-V/def2-TZVPD

## Properties
relative energy (zero: lowest compared OMol25 entry of this formula, charge and spin): 36.42 kcal/mol
gap between HOMO and LUMO: 9.38 eV
SMILES string: CNCCCN

Each line ends with the Löwdin charge.
Element x y z (Å)
C: -2.261 -1.389 0.415  -0.153
N: -0.980 -0.808 -0.001  -0.138
C: -0.637 0.633 -0.238  -0.233
C: 0.620 0.733 -1.145  -0.187
C: 1.839 0.242 -0.343  -0.317
N: 2.014 1.151 0.768  -0.016
H: -3.097 -0.799 -0.022  0.073
H: -2.466 -1.355 1.494  0.062
H: -2.604 -2.387 0.078  0.070
H: -0.244 -1.243 0.535  0.072
H: -1.544 1.084 -0.689  0.109
H: -0.630 1.148 0.732  0.097
H: 0.423 -0.002 -1.955  0.115
H: 0.800 1.768 -1.419  0.102
H: 1.650 -0.811 -0.024  0.098
H: 2.665 0.116 -1.068  0.112
H: 2.903 1.079 1.257  0.064
H: 1.547 0.838 1.625  0.070